[1]
# C2H12NO3

4 unconnected molecules or ions with the total composition C2H12NO3 in a non-equilibrium geometry (ωB97M-V with the def2-TZVPD basis set, the OMol25 dataset).

```
18
Properties=species:S:1:pos:R:3:lowdin_charge:R:1
C 1.0949 0.4226 -1.7448 0.015
C -0.2355 2.2753 -1.0739 0.154
N 0.1346 1.0802 -0.8347 -0.018
H 2.0025 0.2645 -1.1663 0.112
H 1.4316 1.1767 -2.4552 0.097
H 0.6480 -0.4326 -2.2355 0.107
H -0.3043 2.6372 -2.0927 0.128
H -0.7223 2.7852 -0.2511 0.117
H -0.0122 0.7480 0.1542 0.093
H -0.5053 -4.4711 0.2463 0.060
H -1.7575 -3.5849 0.5372 0.059
O -0.8066 -3.5707 0.3893 -0.046
H 1.5332 1.5286 2.3848 0.078
H 0.2581 2.1357 1.8455 0.059
O 0.8793 1.4154 1.6838 -0.041
H -1.1399 -0.8874 1.7974 0.069
H -0.5519 -1.6835 0.7251 0.023
O -0.9172 -0.7889 0.8613 -0.064
```

The charge is +1. Its HOMO energy is -14.99 eV. For the calculated total energy, the calculation gives -363.604137 hartree. The calculation puts the HOMO-LUMO gap at 10.6 eV. The lowest unoccupied orbital energy is -4.3949 eV. The value obtained for the energy above the lowest of the compared OMol25 structures with the same formula, charge and spin is 29.3 kcal/mol.

***

[2]
# C26H66BN2O17

A molecular structure, C26H66BN2O17 in a non-equilibrium geometry (ωB97M-V with the def2-TZVPD basis set, the OMol25 dataset).

```
112
Properties=species:S:1:pos:R:3:lowdin_charge:R:1
C -8.2189 -2.5167 5.6397 -0.163
C -7.6199 -1.2907 5.2607 -0.337
C -6.8349 -1.3027 3.8557 -0.198
C -6.1589 -0.0077 3.4497 -0.188
N -5.6679 0.1683 2.0437 -0.183
C -5.0029 1.5523 1.8547 -0.052
C -5.2259 1.9033 0.4007 -0.123
C -6.1729 0.8923 -0.2673 -0.119
C -6.8189 0.2723 1.0007 -0.087
C -4.6939 -0.9867 1.6677 -0.093
C -3.5509 -1.1507 2.6727 -0.171
C -2.5939 -2.3657 2.1907 -0.067
H -8.7169 -2.8337 4.7257 0.081
H -8.8079 -2.1957 6.5327 0.100
H -7.5989 -3.3837 6.1417 0.127
H -6.9139 -1.0357 6.1397 0.146
H -8.2969 -0.4337 5.3037 0.103
H -7.5689 -1.4027 2.9287 0.158
H -6.1239 -2.0637 4.1947 0.105
H -5.4059 0.4643 4.1657 0.152
H -7.2409 0.6013 3.8527 0.200
H -3.9969 1.2783 2.0877 0.113
H -5.3989 2.3003 2.3297 0.081
H -4.3409 1.5953 0.0317 0.056
H -5.5609 2.9563 0.2507 0.151
H -5.5929 0.2843 -0.8533 0.083
H -7.0189 1.4203 -0.6683 0.121
H -7.1889 -0.6027 0.5227 0.115
H -7.6489 0.9983 1.3567 0.174
H -4.2909 -0.5537 0.6917 0.144
H -5.2129 -1.8937 1.3187 0.147
H -3.8299 -1.3937 3.7737 0.143
H -2.9969 -0.2667 2.5377 0.061
H -1.6529 -2.5637 2.7967 0.088
H -2.2399 -2.1877 1.1397 0.077
H -3.0389 -3.3127 2.2177 0.040
C 1.1561 -1.7497 1.8657 -0.148
C 0.9161 -2.2317 0.5647 -0.318
C 2.2271 -2.5617 -0.1993 -0.176
C 2.0531 -2.9057 -1.6853 -0.081
N 3.3771 -3.1027 -2.5213 -0.172
C 4.1521 -4.2187 -1.8523 -0.073
C 5.3051 -3.4637 -1.1003 -0.134
C 5.1861 -2.0637 -1.3343 -0.208
C 4.2631 -1.7647 -2.4283 -0.008
C 3.0871 -3.5657 -3.9093 -0.196
C 2.4431 -2.6137 -4.8813 -0.290
C 2.0411 -3.1077 -6.2273 -0.096
H 0.3061 -1.1717 2.1737 0.038
H 2.0421 -1.0207 1.9137 0.105
H 1.4841 -2.7517 2.7067 0.195
H 0.2441 -1.5757 -0.0293 0.116
H 0.3001 -3.1447 0.6277 0.121
H 2.7751 -3.4937 0.3607 0.168
H 2.9491 -1.9057 -0.1343 0.033
H 1.5451 -1.9757 -1.9263 0.116
H 1.4291 -3.9377 -1.8883 0.199
H 4.6371 -4.9407 -2.6793 0.178
H 3.5081 -4.7767 -1.2243 0.098
H 6.1661 -3.7047 -1.5353 0.079
H 5.0671 -3.5957 0.0137 0.159
H 6.2591 -1.6297 -1.5243 0.186
H 5.1501 -1.4957 -0.5083 0.079
H 4.5721 -1.5737 -3.3713 0.096
H 3.4801 -1.0587 -2.3433 0.116
H 2.6081 -4.6727 -4.1363 0.200
H 4.0441 -3.7717 -4.3513 0.114
H 2.9591 -1.6727 -4.9013 0.111
H 1.5661 -2.3487 -4.2293 0.114
H 1.6441 -2.4417 -7.0023 0.085
H 1.5061 -4.1467 -6.2413 0.118
H 3.0671 -3.2647 -6.6503 0.090
O 3.7261 3.9673 -2.1103 0.132
C 3.1661 3.2973 -1.2813 -0.398
O 1.9741 3.4283 -0.8353 0.295
B 1.5571 2.1143 -0.2603 -0.738
O 2.6801 1.2753 -0.4653 0.313
C 3.6191 1.9433 -1.0143 -0.307
O 4.7551 1.5073 -1.2983 0.066
O 0.3111 1.6743 -0.9853 0.314
C -0.4679 1.2863 -0.0993 -0.373
O -1.6009 0.7923 -0.3953 0.061
C 0.0031 1.5313 1.2947 -0.406
O 1.1221 2.1483 1.2297 0.218
O -0.6659 1.4863 2.3087 0.123
O -2.8909 0.0823 -2.5793 -0.061
H -2.2429 -0.0227 -3.1893 -0.041
H -2.4069 0.1803 -1.6983 0.001
O 7.0211 1.5343 0.0177 -0.060
H 7.5651 2.3123 -0.2533 0.064
H 6.2221 1.4263 -0.4553 -0.067
O 6.2591 1.1233 -3.5913 -0.108
H 5.6191 0.9563 -2.8193 0.018
H 6.6211 2.0373 -3.5403 0.054
O 3.4831 6.5873 -2.7833 -0.074
H 3.7921 5.7383 -2.4873 -0.031
H 2.6181 7.0083 -2.5343 0.065
O 2.1641 3.6243 -4.5003 -0.174
H 1.3591 4.2123 -4.2063 0.082
H 2.9881 4.1853 -4.0543 0.099
O 1.7371 7.0793 0.1927 0.077
H 2.5501 7.2093 -0.0213 -0.064
H 1.6231 6.2073 0.0287 -0.031
O 0.8761 1.0893 4.4497 -0.138
H 1.7651 1.2653 4.1137 0.014
H 0.1191 1.1463 3.6867 0.051
O 5.7911 4.9053 -0.0403 0.007
H 5.7271 4.2883 -0.7483 0.001
H 6.0591 4.7153 0.8067 0.001
O 2.0671 4.5923 2.3927 -0.061
H 1.2661 4.9853 2.5967 -0.015
H 1.8001 3.5573 2.4247 0.097
```

The charge is +1. Its HOMO energy is -12.07 eV. For the calculated total energy, the calculation gives -2443.218940 hartree. The calculation puts the HOMO-LUMO gap at 9.2 eV. The lowest unoccupied orbital energy is -2.8884 eV. The value obtained for the energy above the lowest of the compared OMol25 structures with the same formula, charge and spin is 14.8 kcal/mol.